Entry from the Open Molecules 2025 dataset: a 14-piece molecular cluster, C15H58N12O14 overall at a distorted geometry (the ωB97M-V functional and the def2-TZVPD basis).

```
99
Properties=species:S:1:pos:R:3:lowdin_charge:R:1
C 0.04 1.16 -0.19 -0.060
C 0.05 -0.09 -1.09 -0.261
O -1.28 -0.69 -1.09 -0.098
H 0.88 1.70 -0.62 0.041
H 0.21 1.04 0.84 0.020
H -0.77 1.88 -0.37 0.097
H 0.88 -0.80 -0.96 0.092
H 0.27 0.39 -2.04 0.074
H -1.38 -1.28 -1.83 0.005
C -2.30 -1.72 2.53 -0.567
O -3.14 -2.60 1.84 -0.065
N -2.73 -1.42 3.71 0.110
N -1.43 -0.84 2.08 0.147
H -3.57 -1.90 4.05 0.161
H -2.04 -1.15 4.42 0.133
H -1.37 -0.92 1.06 0.112
H -0.54 -0.61 2.61 0.099
C 1.60 -0.94 3.41 -0.593
O 2.70 -0.68 2.57 -0.094
N 1.22 -2.07 3.91 0.203
N 0.78 -0.02 3.70 0.135
H 1.69 -2.94 3.75 0.132
H 0.49 -2.17 4.54 0.101
H 1.11 0.92 3.34 0.106
H 0.17 0.02 4.50 0.130
C 2.24 1.85 -3.92 -0.504
O 1.44 2.41 -2.94 -0.115
N 1.89 1.05 -4.88 0.193
N 3.52 2.20 -4.07 0.144
H 1.03 0.59 -4.83 0.046
H 2.48 1.00 -5.73 0.145
H 3.99 2.94 -3.50 0.138
H 4.10 1.88 -4.88 0.133
C 0.71 3.12 2.63 -0.668
O -0.34 3.88 2.15 -0.083
N 1.80 2.92 2.03 0.198
N 0.76 2.72 3.86 0.118
H 1.85 3.34 1.11 0.079
H 2.69 2.48 2.41 0.171
H -0.10 2.71 4.42 0.141
H 1.71 2.76 4.23 0.140
C -3.47 1.94 3.24 -0.679
O -3.97 3.22 3.39 -0.118
N -4.09 0.88 3.64 0.097
N -2.38 1.57 2.64 0.153
H -4.99 0.95 4.23 0.172
H -3.59 -0.07 3.57 0.060
H -1.77 2.26 2.20 0.081
H -2.16 0.54 2.41 0.061
C -0.37 -2.08 -3.39 -0.652
O 0.43 -1.08 -3.98 -0.131
N 0.01 -2.96 -2.60 0.218
N -1.64 -2.06 -3.61 0.169
H 1.00 -2.88 -2.43 0.063
H -0.55 -3.62 -2.02 0.104
H -1.98 -1.39 -4.30 0.139
H -2.35 -2.65 -3.18 0.146
C -4.19 1.12 -0.22 -0.096
O -4.96 0.60 0.96 -0.158
H -4.59 2.04 -0.69 0.084
H -4.22 0.30 -0.95 0.067
H -3.14 1.12 0.11 0.044
H -4.46 0.88 1.74 -0.009
C 1.23 4.73 -0.80 -0.149
O 2.46 4.02 -0.80 -0.164
H 0.86 4.85 -1.78 0.056
H 1.23 5.82 -0.35 0.130
H 0.50 4.16 -0.29 0.030
H 2.36 3.41 -1.55 0.022
C -1.83 -4.38 -0.21 -0.155
O -0.87 -5.16 -0.91 -0.139
H -1.80 -3.37 -0.49 0.030
H -1.51 -4.43 0.84 0.070
H -2.84 -4.82 -0.29 0.105
H -0.01 -4.95 -0.52 0.029
C 3.10 -2.47 -1.53 -0.162
O 2.64 -3.32 -2.50 -0.120
H 2.67 -2.81 -0.66 0.033
H 2.77 -1.50 -1.78 0.062
H 4.18 -2.61 -1.45 0.105
H 2.63 -4.24 -2.15 0.130
C -1.64 2.05 -3.68 -0.113
O -1.03 3.10 -2.89 -0.118
H -2.51 2.46 -3.92 0.025
H -1.79 1.14 -3.06 0.082
H -1.09 1.83 -4.57 0.068
H -0.13 2.86 -2.89 -0.051
C 3.52 0.81 -0.62 -0.149
O 3.76 -0.31 0.22 -0.138
H 2.71 0.74 -1.28 0.029
H 4.45 1.06 -1.11 0.081
H 3.40 1.67 0.09 0.079
H 3.17 -0.13 0.97 0.008
C 0.78 -3.19 0.92 -0.138
O 1.15 -4.59 0.84 -0.099
H 1.54 -2.63 1.40 0.054
H 0.01 -3.01 1.62 0.038
H 0.40 -2.70 0.01 0.078
H 1.62 -4.85 1.64 0.102
```

Calculated values
* net charge: 0
* calculated total energy: -2316.4876 hartree

=====

Entry from the Open Molecules 2025 dataset: C31H28AuN6OSSe2 as an isolated structure at a distorted geometry (the ωB97M-V functional and the def2-TZVPD basis).

```
70
Properties=species:S:1:pos:R:3:lowdin_charge:R:1
Au 0.44 0.50 -0.61 1.314
Se -2.97 2.46 -0.97 0.791
Se -0.99 3.50 -1.56 0.740
C -0.40 3.28 0.25 -0.693
C -0.46 4.32 1.16 -0.055
C -0.08 4.11 2.48 0.019
C 0.36 2.86 2.86 0.010
C 0.43 1.85 1.92 -0.108
N 0.03 2.06 0.65 -0.140
C -2.66 0.73 -1.72 -0.625
C -3.70 0.27 -2.51 -0.074
C -3.68 -1.03 -2.99 0.013
C -2.63 -1.84 -2.62 -0.015
C -1.63 -1.31 -1.83 -0.129
N -1.60 -0.04 -1.40 -0.029
H -0.81 5.29 0.82 0.126
H -0.13 4.92 3.19 0.141
H 0.67 2.65 3.87 0.137
H 0.78 0.86 2.16 0.113
H -4.51 0.94 -2.75 0.116
H -4.48 -1.40 -3.62 0.141
H -2.57 -2.88 -2.92 0.131
H -0.83 -1.97 -1.53 0.087
C 5.55 1.44 -1.66 0.029
N 4.39 2.28 -1.29 -0.145
C 4.58 3.74 -1.23 0.031
C 3.28 1.75 -0.94 -0.173
N 2.29 1.26 -0.56 0.095
H 5.85 1.69 -2.67 0.110
H 5.27 0.39 -1.60 0.098
H 6.36 1.64 -0.96 0.112
H 4.84 4.10 -2.22 0.111
H 5.39 3.96 -0.53 0.112
H 3.67 4.22 -0.89 0.099
N 2.27 -5.37 0.26 0.238
C 2.20 -4.48 -0.47 -0.145
C 2.07 -3.33 -1.32 -0.153
C 2.54 -3.30 -2.63 0.068
C 2.35 -2.15 -3.38 0.018
C 1.70 -1.07 -2.81 -0.077
N 1.24 -1.13 -1.55 -0.123
C 1.43 -2.22 -0.80 -0.055
H 3.04 -4.16 -3.05 0.153
H 2.69 -2.09 -4.40 0.138
H 1.52 -0.16 -3.36 0.132
H 1.05 -2.19 0.22 0.112
O -0.47 -0.79 1.22 -0.654
S -1.20 -1.83 2.09 1.093
C -2.12 -2.94 1.05 -0.398
C -3.41 -2.67 0.61 -0.070
C -4.07 -3.63 -0.15 -0.055
C -3.43 -4.82 -0.48 -0.041
C -2.14 -5.07 -0.05 -0.042
C -1.48 -4.13 0.73 -0.088
C -2.52 -0.97 2.90 -0.410
C -3.21 -1.65 3.89 -0.062
C -4.21 -0.99 4.58 -0.033
C -4.50 0.33 4.28 -0.038
C -3.80 1.01 3.29 -0.055
C -2.79 0.36 2.60 -0.093
H -3.92 -1.76 0.90 0.121
H -5.09 -3.45 -0.47 0.123
H -3.97 -5.57 -1.05 0.124
H -1.66 -6.02 -0.28 0.123
H -0.49 -4.35 1.13 0.103
H -2.97 -2.68 4.12 0.128
H -4.76 -1.51 5.35 0.126
H -5.28 0.85 4.84 0.123
H -4.04 2.04 3.07 0.113
H -2.23 0.86 1.82 0.066
```

Calculated values
* net charge: +3
* calculated total energy: -6937.5872 hartree

=====

Entry from the Open Molecules 2025 dataset: a 2-piece molecular cluster, C14H31OS overall at a distorted geometry (the ωB97M-V functional and the def2-TZVPD basis).

```
47
Properties=species:S:1:pos:R:3:lowdin_charge:R:1
C 1.79 -1.22 -0.12 -0.090
C 1.31 0.25 0.21 -0.234
C 0.80 0.93 -1.08 -0.214
C 0.84 2.50 -1.08 -0.195
C 0.44 3.18 0.26 -0.190
C -1.11 3.19 0.48 -0.200
C -1.55 1.88 1.21 -0.230
C -3.07 1.86 1.63 -0.190
C -3.59 0.39 1.54 -0.195
C -4.74 0.18 0.52 -0.236
C -4.28 0.04 -0.95 -0.367
S -3.42 1.52 -1.65 1.079
H 1.20 -1.93 0.48 0.069
H 1.70 -1.41 -1.20 0.067
H 2.83 -1.32 0.21 0.050
H 2.15 0.80 0.68 0.112
H 0.54 0.17 0.99 0.082
H 1.35 0.60 -1.98 0.113
H -0.26 0.63 -1.24 0.069
H 1.84 2.80 -1.44 0.115
H 0.14 2.84 -1.87 0.100
H 0.77 4.23 0.21 0.113
H 0.91 2.73 1.15 0.105
H -1.39 4.04 1.13 0.118
H -1.61 3.28 -0.50 0.066
H -1.35 1.04 0.52 0.058
H -0.96 1.76 2.14 0.126
H -3.10 2.23 2.66 0.116
H -3.64 2.57 1.00 0.077
H -2.77 -0.34 1.37 0.116
H -3.99 0.13 2.53 0.117
H -5.21 -0.79 0.77 0.127
H -5.54 0.92 0.66 0.125
H -5.18 -0.10 -1.57 0.096
H -3.62 -0.82 -1.14 0.112
H -2.06 1.40 -1.56 -0.024
H -3.87 2.67 -1.07 0.020
C 4.87 -4.82 -1.57 -0.021
C 4.67 -3.70 -0.57 -0.502
O 4.49 -2.56 -0.94 0.048
C 4.72 -4.06 0.89 -0.021
H 4.81 -4.41 -2.58 0.083
H 5.85 -5.27 -1.43 0.088
H 4.09 -5.57 -1.44 0.086
H 5.70 -4.48 1.13 0.088
H 3.94 -4.78 1.12 0.087
H 4.57 -3.17 1.49 0.079
```

Calculated values
* net charge: +1
* calculated total energy: -1025.1231 hartree

=====

Entry from the Open Molecules 2025 dataset: an isolated molecule of C4H10O2 at a distorted geometry (the ωB97M-V functional and the def2-TZVPD basis).

```
16
Properties=species:S:1:pos:R:3:lowdin_charge:R:1
C 2.99 -0.13 0.02 -0.123
O 1.75 0.51 -0.16 -0.193
C 0.68 -0.26 0.33 -0.207
C -0.63 0.49 0.07 -0.189
O -1.60 -0.44 -0.36 -0.185
C -2.94 -0.03 -0.47 -0.135
H 3.75 0.50 -0.45 0.089
H 3.23 -0.24 1.09 0.089
H 3.01 -1.12 -0.45 0.090
H 0.63 -1.24 -0.18 0.129
H 0.82 -0.46 1.41 0.127
H -0.99 1.00 0.98 0.124
H -0.44 1.25 -0.71 0.131
H -3.62 -0.20 0.44 0.095
H -3.24 0.99 -0.27 0.070
H -3.38 -0.61 -1.28 0.090
```

Calculated values
* net charge: 0
* calculated total energy: -308.8046 hartree
* SMILES string: COCCOC

=====

Entry from the Open Molecules 2025 dataset: a 2-piece molecular cluster, C4H12N2O overall at a distorted geometry (the ωB97M-V functional and the def2-TZVPD basis).

```
19
Properties=species:S:1:pos:R:3:lowdin_charge:R:1
C -0.18 1.17 -1.61 -0.089
C -0.39 -1.26 -1.09 -0.078
N 0.26 0.01 -0.86 -0.268
C 1.56 0.02 -0.22 -0.462
O 2.10 -1.08 0.12 -0.029
H 2.19 0.74 -0.80 0.141
H 0.30 2.06 -1.20 0.083
H -0.19 -1.92 -0.25 0.076
H 0.10 1.07 -2.66 0.086
H -1.26 1.28 -1.52 0.080
H -1.46 -1.12 -1.20 0.084
H 0.03 -1.73 -1.99 0.093
C -0.60 -0.32 2.24 -0.189
N -0.36 0.86 1.44 -0.001
H -1.21 1.44 1.50 0.067
H 1.13 0.71 0.81 0.179
H 0.30 -0.94 2.24 0.069
H -1.40 -0.94 1.80 0.081
H -0.93 -0.07 3.25 0.078
```

Calculated values
* net charge: 0
* calculated total energy: -344.1579 hartree